Entry 1:
Below is a structure of composition C40H36F6N4O4S4Ti, with properties calculated with ωB97M-V/def2-TZVPD.

- charge = 0
- gap between HOMO and LUMO (eV) = 6.2
- E_tot (eV) = -138980.326
- energy relative to the best compared isomer or geometry (same formula, charge and spin) (kcal/mol) = 6.65
- HOMO energy (eV) = -7.4

Element x y z (Å)
Ti 0.109 -0.157 0.449
F -0.291 -3.010 5.855
C -0.259 -1.769 5.353
F -1.460 -1.213 5.539
F 0.645 -1.067 6.027
S 0.097 -1.882 3.513
O -0.158 -1.717 0.672
O 1.442 -2.485 3.477
N 0.144 -0.271 3.256
S 1.294 0.744 3.092
O 1.587 0.805 1.630
O 1.071 1.997 3.730
C 2.977 0.208 3.703
F 3.522 -0.715 2.918
F 3.746 1.298 3.647
F 2.935 -0.228 4.947
S -1.885 4.420 -2.624
C -2.527 5.367 -3.891
C -1.898 5.131 -5.075
C -0.882 4.148 -4.959
C -0.761 3.660 -3.689
C 0.176 2.648 -3.189
C -0.217 1.812 -2.125
N 0.576 0.914 -1.579
C 1.820 0.771 -2.088
C 2.300 1.516 -3.167
C 3.638 1.260 -3.630
C 4.419 0.326 -3.045
C 3.949 -0.443 -1.924
C 4.701 -1.414 -1.239
C 4.147 -2.097 -0.176
C 2.825 -1.772 0.197
N 2.125 -0.844 -0.409
C 2.660 -0.199 -1.459
C 4.856 -3.127 0.587
C 4.521 -3.631 1.814
C 5.432 -4.620 2.266
C 6.439 -4.848 1.381
S 6.294 -3.868 -0.011
C 1.443 2.488 -3.705
H -3.332 6.056 -3.695
H -2.158 5.628 -5.998
H -0.283 3.793 -5.786
H -1.208 1.886 -1.698
H 4.011 1.837 -4.467
H 5.423 0.147 -3.411
H 5.718 -1.616 -1.554
H 2.335 -2.279 1.021
H 3.661 -3.308 2.386
H 5.339 -5.134 3.211
H 7.259 -5.543 1.469
H 1.787 3.127 -4.510
C 0.623 4.843 1.480
C -0.645 4.033 1.508
C -1.783 4.492 2.150
C -2.922 3.695 2.201
C -4.158 4.164 2.923
C -2.917 2.444 1.603
C -1.798 1.950 0.910
C -0.673 2.794 0.884
N -1.717 0.686 0.300
C -2.928 0.016 -0.231
C -3.870 0.994 -0.961
C -5.087 0.252 -1.527
C -4.638 -0.788 -2.554
C -3.695 -1.776 -1.867
C -4.440 -2.493 -0.739
C -4.910 -1.465 0.292
C -5.832 -0.445 -0.384
C -3.694 -0.740 0.872
C -2.494 -1.022 -1.285
H 0.491 5.800 1.983
H 0.942 5.041 0.454
H 1.426 4.302 1.983
H -1.780 5.463 2.633
H -3.996 5.134 3.392
H -4.444 3.455 3.702
H -5.003 4.255 2.237
H -3.793 1.824 1.720
H 0.231 2.484 0.373
H -3.317 1.485 -1.771
H -4.223 1.791 -0.307
H -5.749 0.982 -2.002
H -4.126 -0.296 -3.387
H -5.506 -1.310 -2.967
H -3.331 -2.512 -2.589
H -3.780 -3.223 -0.261
H -5.296 -3.041 -1.145
H -5.451 -1.972 1.096
H -6.174 0.295 0.347
H -6.722 -0.949 -0.776
H -3.002 -1.447 1.338
H -4.013 -0.046 1.651
H -1.959 -0.502 -2.090
H -1.813 -1.743 -0.832

Entry 2:
Below is a structure of composition C40H36MoN3O2S6, with properties calculated with ωB97M-V/def2-TZVPD.

- charge = +1
- multiplicity = 3
- gap between HOMO and LUMO (spin up / spin down) (eV) = 7.0 / 6.2
- E_tot (eV) = -117493.675
- expectation value of S² = 2.036
- HOMO energy (spin up / spin down) (eV) = -9.8 / -9.8

Element x y z (Å)
Mo 0.520 -0.378 0.126
S 1.284 1.851 0.884
C 3.030 1.847 1.051
C 3.657 2.943 1.654
C 5.035 2.996 1.742
C 5.832 1.972 1.233
C 5.230 0.887 0.628
C 3.838 0.830 0.567
S 3.043 -0.502 -0.253
C 3.178 -1.874 0.943
C 2.284 -2.932 0.377
C 2.676 -4.252 0.297
C 1.806 -5.184 -0.238
C 0.569 -4.764 -0.688
C 0.238 -3.425 -0.610
C -1.091 -2.920 -1.084
S -1.661 -1.738 0.172
C -2.871 -0.818 -0.719
C -4.035 -1.426 -1.183
C -5.003 -0.654 -1.799
C -4.813 0.723 -1.899
C -3.664 1.320 -1.410
C -2.660 0.549 -0.815
S -1.222 1.345 -0.192
N 1.086 -2.514 -0.088
H 3.048 3.750 2.043
H 5.502 3.855 2.208
H 6.909 2.030 1.301
H 5.827 0.086 0.207
H 2.808 -1.517 1.904
H 4.206 -2.214 1.024
H 3.649 -4.540 0.671
H 2.089 -6.227 -0.300
H -0.145 -5.462 -1.102
H -1.801 -3.736 -1.189
H -1.002 -2.380 -2.026
H -4.184 -2.492 -1.054
H -5.906 -1.114 -2.178
H -5.579 1.337 -2.357
H -3.530 2.393 -1.477
C 0.609 -4.709 10.497
C 0.728 -4.051 9.144
O 1.210 -4.579 8.183
S 0.036 -2.386 9.147
C 0.151 -1.967 7.434
C 1.381 -1.916 6.792
C 1.448 -1.606 5.445
C 0.289 -1.330 4.723
C -0.944 -1.349 5.381
C -1.012 -1.673 6.727
C 0.352 -1.041 3.313
C 0.418 -0.794 2.122
H 1.423 -5.418 10.627
H -0.338 -5.251 10.527
H 0.608 -3.976 11.303
H 2.287 -2.118 7.347
H 2.408 -1.569 4.945
H -1.843 -1.112 4.827
H -1.968 -1.698 7.235
C -3.574 1.940 -5.258
C -2.580 0.843 -5.641
C -1.812 0.277 -4.455
N -1.007 1.343 -3.846
C 0.032 1.189 -3.061
S 0.562 -0.386 -2.588
N 0.690 2.277 -2.575
C 0.489 3.677 -2.718
O 0.912 4.391 -1.852
C -0.156 4.217 -3.953
C 0.291 3.847 -5.219
C -0.284 4.421 -6.343
C -1.310 5.350 -6.201
C -1.746 5.723 -4.936
C -1.160 5.166 -3.808
H -4.179 2.229 -6.117
H -3.081 2.851 -4.905
H -4.250 1.596 -4.470
H -1.869 1.220 -6.382
H -3.110 0.011 -6.107
H -1.149 -0.526 -4.764
H -2.499 -0.124 -3.703
H -1.305 2.288 -4.045
H 1.277 2.077 -1.770
H 1.093 3.124 -5.321
H 0.074 4.152 -7.328
H -1.764 5.789 -7.080
H -2.533 6.458 -4.827
H -1.470 5.466 -2.813

Entry 3:
Below is a structure of composition C40H36N5O2ReS4Si, with properties calculated with ωB97M-V/def2-TZVPD.

- charge = +1
- multiplicity = 2
- gap between HOMO and LUMO (spin up / spin down) (eV) = 6.6 / 6.4
- E_tot (eV) = -106955.265
- energy relative to the best compared isomer or geometry (same formula, charge and spin) (kcal/mol) = 0.00
- expectation value of S² = 0.765
- HOMO energy (spin up / spin down) (eV) = -10.7 / -10.6

Element x y z (Å)
Re -0.763 0.066 -0.072
N -0.540 1.304 4.043
C -0.302 1.003 2.763
S -1.494 -0.115 2.002
N 0.748 1.456 2.160
N 0.814 1.083 0.844
C 1.787 1.539 0.121
C 2.841 2.430 0.637
C 3.030 3.674 0.040
C 4.012 4.529 0.515
C 4.817 4.136 1.575
C 4.628 2.896 2.171
C 3.635 2.047 1.714
C 1.763 1.104 -1.284
C 2.800 1.384 -2.165
C 2.732 0.914 -3.465
C 1.622 0.184 -3.859
C 0.631 -0.071 -2.933
N 0.695 0.357 -1.669
H -1.412 1.046 4.471
H 0.051 1.975 4.508
H 2.396 3.980 -0.783
H 4.147 5.500 0.059
H 5.590 4.799 1.940
H 5.252 2.593 3.001
H 3.472 1.087 2.186
H 3.651 1.952 -1.821
H 3.536 1.116 -4.159
H 1.522 -0.198 -4.864
H -0.243 -0.649 -3.194
O -6.077 1.704 0.373
S -4.974 2.378 0.986
O -4.876 2.439 2.412
N -3.562 1.712 0.391
C -2.891 2.579 -0.281
S -1.356 2.260 -1.002
C -3.499 3.933 -0.410
C -3.029 5.055 -1.069
C -3.805 6.207 -1.031
C -5.016 6.235 -0.348
C -5.488 5.108 0.318
C -4.708 3.975 0.264
H -2.086 5.034 -1.599
H -3.463 7.098 -1.539
H -5.599 7.146 -0.334
H -6.427 5.122 0.852
C -3.567 -0.205 -2.256
S -2.580 -1.122 -1.059
C -3.835 -1.617 0.132
H -4.255 -0.896 -2.737
H -2.886 0.217 -2.992
H -4.109 0.589 -1.750
H -4.278 -0.732 0.582
H -3.332 -2.230 0.880
H -4.584 -2.216 -0.381
C 1.815 -4.156 -3.924
C 0.526 -3.666 -3.773
C 0.149 -3.060 -2.584
C 1.039 -2.921 -1.516
C 2.329 -3.436 -1.687
C 2.713 -4.046 -2.874
Si 0.582 -2.167 0.160
C -0.601 -3.373 1.016
C -0.909 -3.303 2.380
C -1.814 -4.173 2.963
C -2.453 -5.133 2.187
C -2.162 -5.225 0.836
C -1.240 -4.359 0.261
C 2.205 -2.009 1.099
C 2.397 -2.669 2.316
C 3.626 -2.648 2.962
C 4.698 -1.973 2.399
C 4.536 -1.328 1.180
C 3.305 -1.349 0.544
H 2.113 -4.633 -4.848
H -0.190 -3.764 -4.579
H -0.874 -2.713 -2.483
H 3.050 -3.369 -0.884
H 3.716 -4.441 -2.975
H -0.435 -2.554 3.004
H -2.027 -4.103 4.021
H -3.164 -5.812 2.640
H -2.646 -5.977 0.226
H -1.014 -4.464 -0.792
H 1.588 -3.228 2.764
H 3.748 -3.174 3.899
H 5.658 -1.962 2.897
H 5.371 -0.816 0.719
H 3.224 -0.887 -0.432

Entry 4:
Below is a structure of composition C40H37AsN4O2PSSc, with properties calculated with ωB97M-V/def2-TZVPD.

- charge = +2
- gap between HOMO and LUMO (eV) = 6.1
- E_tot (eV) = -153790.257
- energy relative to the best compared isomer or geometry (same formula, charge and spin) (kcal/mol) = 3.13
- HOMO energy (eV) = -12.6

Element x y z (Å)
Sc 1.611 0.441 1.416
N 2.133 1.511 -0.537
C 3.414 0.917 -1.044
C 4.053 -0.068 -0.066
O 5.110 -0.568 -0.277
O 3.295 -0.316 1.026
H 1.417 1.364 -1.248
H 2.241 2.520 -0.466
H 4.141 1.697 -1.263
H 3.220 0.378 -1.971
N 1.487 3.222 4.766
C 2.656 4.046 4.737
C 3.156 4.574 5.911
C 4.324 5.325 5.872
C 5.001 5.509 4.677
C 4.510 4.950 3.503
C 3.322 4.242 3.537
S 2.566 3.634 2.066
N 1.777 2.231 2.677
C 1.267 2.248 3.876
C 0.430 1.065 4.264
C -0.316 1.009 5.422
C -1.040 -0.147 5.704
C -0.978 -1.208 4.822
C -0.215 -1.073 3.672
N 0.465 0.039 3.384
H 1.068 3.125 5.677
H 2.644 4.407 6.851
H 4.709 5.756 6.786
H 5.915 6.086 4.653
H 5.038 5.083 2.568
H -0.367 1.840 6.111
H -1.634 -0.209 6.605
H -1.508 -2.131 5.008
H -0.140 -1.886 2.961
C -1.683 -0.897 -0.220
C -2.458 -1.561 -1.358
As -4.047 -0.438 -1.778
C -2.972 0.978 -2.615
C -2.528 0.912 -3.934
C -1.715 1.911 -4.454
C -1.322 2.980 -3.658
C -1.769 3.063 -2.346
C -2.603 2.073 -1.835
C -4.675 -1.344 -3.376
C -4.056 -2.450 -3.951
C -4.582 -3.027 -5.100
C -5.724 -2.500 -5.684
C -6.348 -1.400 -5.113
C -5.831 -0.830 -3.960
P 0.084 -1.309 -0.010
C 0.259 -2.952 0.722
C 1.507 -3.325 1.232
C 1.667 -4.552 1.857
C 0.582 -5.407 1.994
C -0.663 -5.037 1.504
C -0.827 -3.815 0.868
C 0.833 -1.325 -1.664
C 1.843 -2.232 -1.982
C 2.490 -2.150 -3.208
C 2.136 -1.163 -4.118
C 1.124 -0.263 -3.808
C 0.472 -0.339 -2.586
H -2.160 -1.067 0.750
H -1.680 0.190 -0.360
H -2.805 -2.557 -1.084
H -1.843 -1.653 -2.253
H -2.828 0.083 -4.565
H -1.400 1.862 -5.488
H -0.700 3.764 -4.071
H -1.509 3.920 -1.736
H -2.997 2.173 -0.828
H -3.161 -2.879 -3.516
H -4.097 -3.890 -5.538
H -6.131 -2.950 -6.579
H -7.243 -0.990 -5.561
H -6.333 0.021 -3.513
H 2.365 -2.667 1.136
H 2.639 -4.838 2.236
H 0.707 -6.365 2.482
H -1.508 -5.705 1.608
H -1.802 -3.544 0.488
H 2.123 -3.011 -1.286
H 3.269 -2.859 -3.450
H 2.640 -1.103 -5.074
H 0.826 0.494 -4.522
H -0.338 0.356 -2.376

Entry 5:
Below is a structure of composition C40H37Br2N2O3PS2Se2Tc at a distorted geometry, with properties calculated with ωB97M-V/def2-TZVPD.

- charge = +2
- multiplicity = 4
- gap between HOMO and LUMO (spin up / spin down) (eV) = 7.5 / 5.9
- E_tot (eV) = -355128.070
- expectation value of S² = 3.777
- HOMO energy (spin up / spin down) (eV) = -12.7 / -12.6

Element x y z (Å)
Tc 0.064 -0.195 0.072
Br -5.053 -0.276 0.203
C -3.821 -0.236 1.620
C -4.296 -0.143 2.947
C -3.428 -0.127 4.000
Br -4.103 0.005 5.748
C -2.030 -0.207 3.777
C -1.033 -0.244 4.782
C 0.284 -0.349 4.439
C 0.649 -0.390 3.087
N -0.254 -0.347 2.123
C -1.595 -0.273 2.448
C -2.481 -0.292 1.349
O -1.940 -0.366 0.117
H -5.362 -0.086 3.124
H -1.329 -0.193 5.822
H 1.063 -0.384 5.187
H 1.685 -0.474 2.791
Se 2.492 0.074 0.086
P 3.206 1.678 1.578
Se 1.756 2.758 2.664
C 4.252 0.670 2.664
C 5.117 -0.307 2.156
C 5.872 -1.086 3.016
C 5.756 -0.918 4.390
C 4.891 0.037 4.901
C 4.139 0.831 4.044
C 4.223 2.702 0.491
C 3.869 4.035 0.304
C 4.594 4.826 -0.578
C 5.666 4.292 -1.276
C 6.024 2.963 -1.090
C 5.305 2.167 -0.215
H 5.192 -0.484 1.093
H 6.549 -1.828 2.615
H 6.344 -1.532 5.061
H 4.803 0.173 5.972
H 3.486 1.598 4.439
H 3.046 4.454 0.868
H 4.323 5.865 -0.712
H 6.230 4.912 -1.961
H 6.869 2.547 -1.624
H 5.602 1.138 -0.083
N 0.257 -2.192 0.031
C 0.268 -3.338 0.081
C 0.284 -4.765 0.140
C 1.351 -5.457 -0.437
C 1.347 -6.839 -0.397
C 0.294 -7.511 0.217
C -0.761 -6.813 0.794
C -0.776 -5.432 0.757
H 2.167 -4.914 -0.897
H 2.163 -7.392 -0.839
H 0.299 -8.593 0.249
H -1.570 -7.348 1.274
H -1.592 -4.871 1.196
O -0.197 1.806 0.148
S -1.149 2.771 0.901
C -2.685 2.834 -0.066
C -2.652 4.119 -0.897
C -1.844 5.132 -0.084
C -0.585 4.391 0.349
H -3.489 2.836 0.672
H -2.737 1.906 -0.635
H -3.663 4.469 -1.099
H -2.166 3.936 -1.857
H -2.414 5.460 0.788
H -1.584 6.020 -0.657
H -0.016 4.849 1.154
H 0.082 4.168 -0.487
C -2.491 -6.061 -2.616
C -2.147 -4.599 -2.703
C -0.884 -4.183 -3.139
C -0.568 -2.840 -3.239
C -1.541 -1.897 -2.915
C -2.796 -2.282 -2.466
C -3.091 -3.632 -2.364
S -1.183 -0.175 -2.886
C -0.466 0.105 -4.480
O 0.067 0.017 -1.964
H -1.601 -6.685 -2.691
H -3.164 -6.340 -3.429
H -3.002 -6.290 -1.680
H -0.143 -4.926 -3.409
H 0.427 -2.539 -3.546
H -3.531 -1.536 -2.191
H -4.068 -3.938 -2.009
H 0.189 -0.716 -4.757
H 0.089 1.039 -4.404
H -1.288 0.207 -5.188